one.
{"formula": "C3H6ClNS", "method": "ωB97M-V/def2-TZVPD", "elements": ["C", "C", "C", "N", "S", "Cl", "H", "H", "H", "H", "H", "H"], "positions_angstrom": [[0.116, 0.274, 0.756], [2.355, 0.585, 1.309], [-2.817, -0.588, -1.475], [1.362, 0.345, 0.326], [-1.473, 0.092, 0.415], [-3.681, -2.099, -1.025], [1.939, 0.451, 2.290], [3.125, -0.121, 1.038], [2.764, 1.551, 1.048], [-1.889, -0.733, -2.144], [-3.493, 0.163, -1.893], [1.693, 0.080, -0.645]], "e_lumo_ev": [-0.19, -0.02]}

two.
{"formula": "C3H6ClNS", "method": "ωB97M-V/def2-TZVPD", "elements": ["C", "N", "S", "C", "C", "Cl", "H", "H", "H", "H", "H", "H"], "positions_angstrom": [[2.721, 0.280, -1.295], [1.944, 0.771, -0.456], [1.079, -0.455, 0.659], [-0.413, 0.200, 1.365], [-1.703, -0.318, 0.851], [-2.085, 0.022, -0.906], [3.368, 0.964, -2.025], [2.992, -0.763, -1.443], [-0.462, 1.255, 1.357], [-0.552, 0.056, 2.412], [-1.926, -1.369, 0.824], [-2.474, 0.393, 1.402]], "e_lumo_ev": 0.77, "smiles": "C=NSCCCl"}

Stability summary - winner: two; margin: 1.800 eV.

one.
{"formula": "C2H6NP2", "method": "ωB97M-V/def2-TZVPD", "elements": ["C", "P", "N", "P", "C", "H", "H", "H", "H", "H", "H"], "positions_angstrom": [[-0.059, -2.026, 1.418], [-0.651, -0.449, 2.141], [-0.403, 0.472, 0.902], [-0.813, 1.726, -0.071], [0.873, 2.364, -0.327], [-0.883, -2.676, 1.613], [0.273, -1.789, 0.353], [0.898, -2.409, 1.804], [1.616, 1.621, -0.203], [0.994, 2.935, -1.201], [1.053, 3.254, 0.462]], "e_lumo_ev": -6.26, "smiles": "CP=[N+]=PC", "total_charge": 1}

two.
{"formula": "C2H6NP2", "method": "ωB97M-V/def2-TZVPD", "elements": ["C", "C", "N", "P", "P", "H", "H", "H", "H", "H", "H"], "positions_angstrom": [[-2.958, -0.578, 0.104], [2.838, 0.884, -0.186], [-0.154, -0.524, 0.475], [-1.256, -1.334, -0.135], [2.917, -0.889, 0.024], [-3.611, -1.338, 0.534], [-2.868, 0.284, 0.759], [-3.340, -0.298, -0.874], [3.599, 1.396, 0.407], [2.984, 1.163, -1.233], [1.851, 1.235, 0.126]], "e_lumo_ev": [-7.70, -7.24], "total_charge": 1}

Stability summary - winner: one; margin: 3.938 eV.

one.
{"formula": "C3H12NO4", "method": "ωB97M-V/def2-TZVPD", "elements": ["N", "C", "C", "O", "C", "O", "H", "H", "H", "H", "H", "H", "H", "H", "H", "H", "O", "H", "H", "O"], "positions_angstrom": [[2.161, -1.203, 1.488], [1.361, -0.640, 0.413], [1.821, 0.785, 0.401], [1.425, 1.429, -0.848], [-0.165, -0.874, 0.655], [-0.865, -0.175, -0.326], [2.110, -2.180, 1.318], [1.764, -1.160, 2.458], [1.549, -1.128, -0.458], [1.299, 1.351, 1.146], [2.850, 0.684, 0.625], [0.441, 1.120, -1.055], [-0.313, -1.955, 0.724], [-0.451, -0.481, 1.601], [-2.215, 0.152, -2.936], [-1.120, -0.313, -2.049], [-1.399, -0.369, -3.013], [-2.683, 0.380, 0.886], [-3.179, 1.858, 0.995], [-3.322, 0.923, 1.376]], "e_lumo_ev": 3.95, "total_charge": -1}

two.
{"formula": "C3H12NO4", "method": "ωB97M-V/def2-TZVPD", "elements": ["C", "C", "O", "N", "C", "O", "H", "H", "H", "H", "H", "H", "H", "H", "H", "H", "O", "H", "H", "O"], "positions_angstrom": [[0.939, -0.505, 0.293], [2.200, -0.836, -0.443], [3.399, 0.168, 0.170], [0.528, 0.857, 0.021], [-0.542, 1.325, 0.946], [-1.724, 0.767, 0.722], [0.165, -1.198, -0.040], [1.104, -0.698, 1.370], [2.263, -0.333, -1.398], [2.344, -1.911, -0.624], [3.385, -0.822, 0.187], [1.378, 1.406, 0.124], [-0.482, 2.435, 0.791], [-0.164, 1.236, 2.002], [-1.864, -0.842, 0.458], [-3.021, -1.664, -0.084], [-2.220, -1.787, 0.436], [-1.267, 0.638, -2.326], [-1.896, 0.311, -0.950], [-2.007, 0.177, -1.927]], "e_lumo_ev": 3.52, "total_charge": -1}

Stability summary - winner: one; margin: 2.073 eV.

one.
{"formula": "C5H8N", "method": "ωB97M-V/def2-TZVPD", "elements": ["C", "C", "C", "C", "C", "N", "H", "H", "H", "H", "H", "H", "H", "H"], "positions_angstrom": [[-0.777, -1.612, 0.572], [0.450, -1.536, 0.220], [-1.485, -0.484, 0.546], [1.282, -0.498, 0.548], [-1.840, 0.530, -0.513], [1.997, 0.268, -0.421], [-1.739, -0.199, 1.536], [1.576, -0.205, 1.584], [-1.123, 1.375, -0.425], [-2.784, 1.050, -0.263], [-2.049, 0.157, -1.508], [2.457, 1.159, -0.026], [1.441, 0.564, -1.150], [2.595, -0.569, -0.699]], "e_lumo_ev": [-4.08, -6.31], "spin_multiplicity": 3, "total_charge": 1}

two.
{"formula": "C5H8N", "method": "ωB97M-V/def2-TZVPD", "elements": ["C", "C", "C", "C", "C", "N", "H", "H", "H", "H", "H", "H", "H", "H"], "positions_angstrom": [[0.712, -1.210, 0.250], [1.894, 0.666, -0.055], [-0.386, 0.748, -0.041], [0.794, 0.195, 0.799], [-1.613, -0.043, -0.034], [0.737, -0.032, -0.679], [1.577, -1.885, 0.226], [-0.226, -1.811, 0.590], [2.136, 1.792, -0.253], [2.916, 0.198, 0.037], [-0.411, 1.797, -0.229], [-2.557, 0.384, -0.234], [-1.701, -0.387, 0.956], [-1.512, -0.960, -0.646]], "e_lumo_ev": [-2.83, -10.01], "spin_multiplicity": 3, "total_charge": 1}

Stability summary - winner: one; margin: 2.790 eV.

one.
{"formula": "C2H16NO4", "method": "ωB97M-V/def2-TZVPD", "elements": ["C", "C", "N", "H", "H", "H", "H", "H", "H", "H", "H", "H", "H", "O", "H", "H", "O", "H", "H", "O", "H", "H", "O"], "positions_angstrom": [[0.616, -2.203, -1.961], [0.189, -1.052, -1.078], [-0.035, -1.527, 0.321], [0.603, -1.934, -3.016], [1.636, -2.575, -1.840], [-0.064, -3.053, -1.830], [0.966, -0.299, -1.065], [-0.747, -0.623, -1.409], [0.524, -0.917, 0.995], [0.378, -2.453, 0.422], [-1.025, -1.571, 0.581], [0.979, 3.428, 2.232], [0.709, 3.305, 0.774], [0.869, 2.752, 1.549], [-3.630, -1.838, 0.268], [-2.838, -2.919, -0.541], [-2.795, -2.310, 0.204], [-0.853, 2.985, -1.186], [0.426, 3.879, -1.581], [-0.247, 3.688, -0.917], [1.651, 1.155, 1.421], [2.227, -0.303, 2.055], [1.537, 0.200, 1.622]], "e_lumo_ev": -2.75, "total_charge": 1}

two.
{"formula": "C2H16NO4", "method": "ωB97M-V/def2-TZVPD", "elements": ["C", "C", "N", "H", "H", "H", "H", "H", "H", "H", "H", "H", "H", "O", "H", "H", "O", "H", "H", "O", "H", "H", "O"], "positions_angstrom": [[-2.617, 0.884, -0.509], [-1.145, 0.328, -0.730], [-0.149, 1.185, 0.142], [-3.273, 0.022, -1.028], [-2.787, 0.938, 0.629], [-2.931, 1.791, -1.091], [-0.967, -0.772, -0.534], [-0.877, 0.478, -1.748], [0.418, 0.726, 0.935], [-0.687, 1.965, 0.702], [0.437, 1.635, -0.579], [2.732, -1.425, 1.754], [1.747, -2.244, 1.113], [1.868, -1.883, 1.910], [1.312, 2.471, -2.471], [-0.111, 2.879, -2.513], [0.442, 2.177, -2.114], [2.071, -3.450, -1.337], [1.433, -4.036, 0.152], [1.448, -3.316, -0.505], [1.034, -0.365, 2.061], [0.130, -0.286, 3.213], [0.470, 0.297, 2.548]], "e_lumo_ev": -2.94, "total_charge": 1}

Stability summary - winner: one; margin: 1.724 eV.

one.
{"formula": "C3H6S2", "method": "ωB97M-V/def2-TZVPD", "elements": ["C", "C", "C", "S", "S", "H", "H", "H", "H", "H", "H"], "positions_angstrom": [[1.726, -1.283, -0.505], [0.770, -0.989, 0.697], [-0.126, 0.147, 0.240], [0.581, 1.627, -0.022], [-1.780, -0.470, -0.110], [2.591, -1.896, -0.259], [1.253, -1.715, -1.364], [2.148, -0.319, -0.883], [0.196, -1.906, 1.012], [1.201, -0.618, 1.602], [-2.417, 0.692, -0.583]], "e_lumo_ev": -0.26, "smiles": "CCC(=S)S"}

two.
{"formula": "C3H6S2", "method": "ωB97M-V/def2-TZVPD", "elements": ["C", "C", "S", "C", "S", "H", "H", "H", "H", "H", "H"], "positions_angstrom": [[-0.387, -0.160, 0.928], [0.432, 0.042, -0.520], [-0.253, -1.195, -1.695], [0.133, 1.363, -1.091], [1.255, 2.376, -1.673], [-1.444, -0.007, 0.754], [0.005, 0.565, 1.630], [-0.194, -1.169, 1.269], [1.493, -0.145, -0.367], [0.521, -0.834, -2.721], [-0.919, 1.616, -1.156]], "e_lumo_ev": -0.36, "smiles": "C[C@@H](S)C=S"}

Stability summary - winner: one; margin: 0.118 eV.